Record 1
50
Properties=species:S:1:pos:R:3 method="wB97M-V/def2-TZVPD" total_charge=0 mol_weight_g_mol=354.47 e_tot_ha=-1471.47359 orbital_gap_ev=8.55 relative_energy_kj_mol=1548.6 homo_energy_ev=-8.749
C -5.76 -2.04 0.96
C -6.54 -1.09 0.08
C -5.77 0.11 -0.69
C -5.78 1.34 0.03
C -5.01 1.23 1.21
H -5.32 2.26 1.92
H -5.43 0.47 2.19
C -3.53 1.39 1.06
N -3.03 0.10 0.72
S -2.36 -0.24 -0.73
O -2.80 1.09 -1.57
O -2.88 -1.44 -1.18
C -0.62 -0.34 -0.53
C 0.10 1.09 -0.62
C 1.42 1.03 -0.50
C 1.99 -0.12 0.27
C 1.36 -1.41 0.43
C -0.06 -1.34 0.18
H -0.51 -2.07 0.19
H 1.79 -2.08 0.89
N 3.38 -0.11 0.35
C 4.24 0.96 0.45
O 4.17 2.09 -0.08
C 5.69 0.45 0.94
H 5.96 1.10 1.46
C 6.88 0.72 -0.32
H 7.79 0.68 0.14
H 6.55 1.72 -0.94
C 6.71 -0.65 -0.98
H 5.99 -0.68 -1.72
C 6.60 -1.53 -0.03
H 7.51 -1.95 0.35
O 5.82 -0.96 1.03
H 6.05 -2.67 -0.33
H 7.68 -0.86 -1.64
H 3.84 -0.77 0.85
H 2.03 1.94 -0.73
H -0.44 1.87 -0.80
H -3.52 -0.67 1.18
H -3.33 2.18 0.48
H -2.95 1.60 2.27
H -5.54 2.16 -0.39
H -6.95 1.66 0.32
H -4.98 -0.48 -0.90
H -6.55 0.28 -1.68
H -7.28 -0.69 0.74
H -7.16 -1.78 -0.60
H -4.86 -2.54 0.29
H -5.37 -1.47 1.67
H -6.52 -2.83 1.26



Record 2
49
Properties=species:S:1:pos:R:3 method="wB97M-V/def2-TZVPD" total_charge=+1 smiles="CCCCNC(=S)N1CC[NH+](Cc2ccc3c(c2)OCO3)CC1" mol_weight_g_mol=336.48 e_tot_ha=-1376.09367 orbital_gap_ev=8.55 relative_energy_kj_mol=99.5 homo_energy_ev=-10.983
C 5.59 2.05 4.90
C 4.07 2.02 4.75
C 3.66 2.00 3.28
C 2.14 1.98 3.13
N 1.73 1.97 1.74
C 1.48 0.88 1.03
S 1.50 -0.66 1.68
N 1.14 1.12 -0.31
C 1.56 0.14 -1.29
C 0.44 -0.84 -1.67
N -0.47 -0.95 -0.51
C -1.37 -2.13 -0.54
C -2.32 -2.12 -1.71
C -1.94 -2.67 -2.93
C -2.79 -2.68 -4.03
C -4.04 -2.12 -3.87
C -4.43 -1.57 -2.64
C -3.60 -1.56 -1.55
O -5.70 -1.09 -2.75
C -6.12 -1.38 -4.07
O -5.05 -1.99 -4.76
C -1.20 0.33 -0.32
C -0.24 1.52 -0.54
H 6.03 1.17 4.44
H 5.86 2.07 5.95
H 6.01 2.93 4.42
H 3.64 2.90 5.23
H 3.67 1.14 5.25
H 4.06 2.88 2.77
H 4.08 1.11 2.80
H 1.70 2.86 3.61
H 1.73 1.08 3.61
H 1.79 2.84 1.24
H 2.42 -0.40 -0.89
H 1.89 0.68 -2.18
H -0.13 -0.50 -2.53
H 0.85 -1.82 -1.89
H 0.21 -1.05 0.36
H -1.93 -2.13 0.40
H -0.74 -3.02 -0.57
H -0.97 -3.13 -3.03
H -2.49 -3.11 -4.97
H -3.93 -1.16 -0.61
H -6.40 -0.44 -4.58
H -6.98 -2.06 -4.05
H -2.02 0.37 -1.04
H -1.60 0.34 0.69
H -0.50 2.34 0.13
H -0.30 1.89 -1.57



Record 3
51
Properties=species:S:1:pos:R:3 method="wB97M-V/def2-TZVPD" total_charge=+1 smiles="COC(=O)[C@H](CCCCNC(=O)OCc1ccccc1)NC(=O)C[NH3+]" mol_weight_g_mol=352.41 e_tot_ha=-1203.73897 orbital_gap_ev=10.02 homo_energy_ev=-12.309
C 3.29 -1.26 3.99
O 2.62 -1.98 2.95
C 1.57 -1.41 2.41
O 1.12 -0.33 2.71
C 0.94 -2.27 1.32
C 1.94 -2.53 0.18
C 2.33 -1.27 -0.61
C 1.89 -1.36 -2.07
C 2.24 -0.13 -2.90
N 1.72 1.10 -2.33
C 0.42 1.43 -2.25
O -0.51 0.70 -2.55
O 0.28 2.68 -1.78
C -1.05 3.15 -1.55
C -1.64 2.62 -0.27
C -0.83 2.19 0.77
C -1.38 1.72 1.96
C -2.76 1.69 2.11
C -3.58 2.13 1.08
C -3.02 2.58 -0.11
N -0.25 -1.56 0.89
C -1.01 -1.87 -0.14
O -0.88 -2.83 -0.89
C -2.18 -0.90 -0.45
N -2.37 -1.06 -1.90
H 3.67 -0.32 3.61
H 4.10 -1.90 4.32
H 2.60 -1.06 4.81
H 0.66 -3.24 1.75
H 2.82 -3.00 0.63
H 1.49 -3.26 -0.50
H 3.42 -1.14 -0.57
H 1.88 -0.39 -0.15
H 0.81 -1.52 -2.11
H 2.37 -2.22 -2.54
H 1.84 -0.25 -3.91
H 3.32 -0.02 -2.96
H 2.37 1.83 -2.07
H -0.95 4.24 -1.49
H -1.68 2.89 -2.40
H 0.25 2.23 0.67
H -0.73 1.40 2.76
H -3.19 1.35 3.03
H -4.65 2.12 1.20
H -3.66 2.93 -0.90
H -0.41 -0.70 1.42
H -1.93 0.13 -0.19
H -3.06 -1.22 0.10
H -3.33 -0.95 -2.23
H -1.72 -0.38 -2.38
H -2.00 -2.04 -2.07



Record 4
64
Properties=species:S:1:pos:R:3 method="wB97M-V/def2-TZVPD" total_charge=0 smiles="CCP(CC)c1c(B(O)N(C)C)c(C(F)(F)F)c2nsnc2c1[PH2]=S.ClCCl.ClCCl.ClCCl.ClCCl" mol_weight_g_mol=766.94 e_tot_ha=-6388.05788 orbital_gap_ev=6.05 homo_energy_ev=-8.332
C 0.54 -1.60 -2.42
C -0.36 -1.86 -1.04
P 0.46 -1.18 0.54
C -0.59 -1.46 2.11
C -0.11 -0.54 3.41
C 1.01 0.64 0.37
C 2.55 1.05 0.87
B 3.48 -0.19 1.43
O 3.41 -0.47 2.90
N 4.36 -1.10 0.59
C 4.61 -0.56 -0.80
C 3.71 -2.47 0.36
C 3.12 2.62 0.82
C 4.61 3.09 1.34
F 5.72 2.73 0.39
F 4.70 4.59 1.47
F 4.93 2.58 2.73
C 2.03 3.72 0.17
N 2.18 5.20 -0.08
S 0.82 6.00 -0.83
N -0.20 4.58 -0.90
C 0.51 3.34 -0.35
C -0.06 1.78 -0.24
P -1.83 1.30 -0.78
S -3.05 2.81 -1.00
H 1.07 -0.55 -2.39
H -0.21 -1.72 -3.32
H 1.33 -2.49 -2.44
H -0.38 -3.05 -0.93
H -1.49 -1.54 -1.18
H -0.39 -2.59 2.46
H -1.75 -1.37 1.96
H 0.35 0.49 3.08
H 0.74 -1.12 4.00
H -1.05 -0.34 4.10
H 4.08 0.10 3.39
H 5.39 -1.22 -1.42
H 3.62 -0.42 -1.44
H 5.09 0.51 -0.72
H 3.07 -2.81 1.29
H 2.95 -2.42 -0.56
H 4.48 -3.32 0.12
H -2.39 0.43 0.27
H -1.80 0.50 -1.98
Cl -3.81 -0.66 3.75
C -3.85 -2.40 4.02
Cl -3.65 -3.28 2.50
H -3.05 -2.68 4.70
H -4.82 -2.67 4.46
Cl -1.97 6.41 -5.47
C -2.19 5.96 -3.78
Cl -1.26 7.02 -2.71
H -3.25 6.03 -3.52
H -1.84 4.93 -3.64
Cl -4.05 -0.79 -1.38
C -5.55 -1.29 -0.58
Cl -5.46 -1.03 1.16
H -6.38 -0.70 -0.98
H -5.72 -2.35 -0.78
Cl -3.01 -4.45 -1.06
C -2.56 -4.80 -2.74
Cl -1.01 -5.63 -2.83
H -3.33 -5.43 -3.19
H -2.49 -3.86 -3.29



Record 5
53
Properties=species:S:1:pos:R:3 method="wB97M-V/def2-TZVPD" total_charge=+3 mol_weight_g_mol=483.24 e_tot_ha=-1821.08917 spin_multiplicity=5 orbital_gap_ev="7.78 / 5.16" relative_energy_kj_mol=305.0 homo_energy_ev="-17.413 / -17.847"
Ru 0.13 0.32 -0.68
P 2.02 -0.93 -0.15
C 2.22 -2.01 -1.59
C 1.21 -1.87 -2.53
N 0.09 -1.12 -2.22
C -1.11 -1.49 -2.67
C -1.20 -2.43 -3.68
C -0.05 -2.93 -4.27
C 1.18 -2.56 -3.78
C -2.37 -0.96 -2.01
P -2.15 0.51 -1.03
H 2.12 -2.85 -4.21
H -2.19 -2.72 -3.97
H -0.12 -3.62 -5.09
H -3.13 -0.77 -2.77
H -2.81 -1.71 -1.35
H 3.23 1.17 -3.36
H 3.21 -2.10 -2.12
H 0.68 4.99 -1.90
O 2.37 1.33 -2.95
H 1.65 1.47 -3.57
H -0.89 1.06 0.53
O 0.96 5.42 -1.05
H 0.43 4.88 -0.43
C -2.68 1.93 -2.07
H -3.70 1.78 -2.46
H -2.68 2.86 -1.46
H -1.99 2.05 -2.92
C -3.22 0.52 0.43
H -3.01 1.40 1.04
H -4.27 0.53 0.15
H -3.01 -0.36 1.04
C 1.61 -2.41 0.82
H 2.54 -3.00 0.81
H 1.24 -2.24 1.82
H 0.87 -2.96 0.22
C 3.36 0.05 0.63
H 2.99 0.51 1.56
H 4.23 -0.57 0.89
H 3.70 0.89 0.00
O -0.46 -0.55 2.19
B 0.05 0.55 1.37
O 0.45 1.64 2.21
C 0.05 1.27 3.46
C 0.29 1.98 4.63
C 0.09 1.29 5.82
C -0.36 -0.03 5.83
C -0.64 -0.72 4.64
C -0.44 -0.04 3.45
H 0.65 3.00 4.56
H 0.30 1.81 6.75
H -0.48 -0.53 6.79
H -0.98 -1.75 4.65



Record 6
57
Properties=species:S:1:pos:R:3 method="wB97M-V/def2-TZVPD" total_charge=-2 mol_weight_g_mol=1052.27 e_tot_ha=-14007.21088 orbital_gap_ev=3.74 relative_energy_kj_mol=23.7 homo_energy_ev=-1.005
Rb 0.36 0.90 -1.15
O -3.55 2.63 -0.50
C -3.41 1.71 -1.47
C -2.63 1.86 -2.59
C -2.59 0.73 -3.51
N -3.26 -0.41 -3.37
C -3.96 -0.45 -2.23
Br -4.76 -2.06 -1.70
C -4.05 0.48 -1.25
H -2.76 3.27 -0.52
H -1.96 2.68 -2.81
H -2.07 0.89 -4.44
H -4.73 0.29 -0.46
C -2.29 1.18 3.74
C -1.92 0.62 2.33
P -0.39 -0.38 2.03
C -0.63 -1.70 3.33
C 0.62 -2.52 3.55
C 0.95 0.66 2.83
C 2.33 0.27 2.31
H -3.36 1.53 3.86
H -1.70 2.09 3.97
H -2.01 0.46 4.51
H -1.86 1.49 1.64
H -2.67 -0.03 1.91
H -1.51 -2.32 2.97
H -0.88 -1.28 4.29
H 1.06 -2.65 2.56
H 0.45 -3.50 4.04
H 1.39 -1.92 4.16
H 0.99 0.63 3.92
H 0.76 1.71 2.49
H 2.52 -0.77 2.44
H 3.10 0.83 2.89
H 2.55 0.48 1.24
C 4.31 0.84 -3.06
O 3.09 1.13 -2.39
H 4.42 -0.23 -3.22
H 5.11 1.24 -2.46
H 4.44 1.20 -4.14
H 2.68 1.94 -2.75
Se 0.98 3.42 -3.15
Sb 0.03 5.11 -1.48
Se -0.49 3.52 0.37
Se 1.71 6.57 -0.47
Se -2.01 5.65 -2.64
I 1.58 -5.47 1.07
C 1.65 -4.10 -0.44
C 0.77 -4.25 -1.49
C 0.89 -3.35 -2.52
C 1.81 -2.31 -2.44
N 2.71 -2.20 -1.46
C 2.64 -3.12 -0.50
H 0.07 -5.09 -1.54
H 0.21 -3.34 -3.37
H 1.88 -1.50 -3.20
H 3.39 -3.06 0.26



Record 7
51
Properties=species:S:1:pos:R:3 method="wB97M-V/def2-TZVPD" total_charge=+2 mol_weight_g_mol=447.26 e_tot_ha=-1689.59682 orbital_gap_ev=6.14 relative_energy_kj_mol=0.0 homo_energy_ev=-13.516
Y 0.37 1.05 0.05
P 2.46 -0.63 0.56
C 2.44 -0.58 -1.31
C 1.21 -1.17 -1.97
N 0.03 -0.62 -1.55
C -1.14 -1.09 -2.06
C -1.15 -2.06 -3.05
C 0.05 -2.59 -3.51
C 1.25 -2.14 -2.96
C -2.43 -0.51 -1.53
P -2.26 1.12 -0.67
H 2.22 -2.54 -3.27
H -2.11 -2.38 -3.44
H 0.05 -3.34 -4.30
H -3.15 -0.40 -2.36
H -2.88 -1.22 -0.80
H 2.46 0.55 -1.56
H 3.36 -1.05 -1.66
H 0.98 3.23 -1.48
O 1.58 2.26 -1.48
H 2.20 2.27 -2.23
H -0.23 3.42 -0.21
O -0.12 3.89 -1.10
H -0.01 4.84 -0.90
C -2.67 2.24 -2.04
H -3.67 2.01 -2.41
H -2.65 3.29 -1.70
H -1.95 2.13 -2.87
C -3.77 1.15 0.34
H -3.73 2.04 0.98
H -4.67 1.19 -0.29
H -3.81 0.27 0.99
C 2.30 -2.39 0.96
H 3.25 -2.92 0.75
H 2.07 -2.47 2.03
H 1.49 -2.86 0.39
C 4.20 -0.30 0.92
H 4.28 -0.07 1.99
H 4.82 -1.18 0.70
H 4.57 0.56 0.35
F -1.11 -0.79 6.14
C -0.76 -0.51 4.85
C 0.30 0.36 4.62
C 0.65 0.65 3.28
C -0.09 0.09 2.25
C -1.13 -0.78 2.49
C -1.49 -1.09 3.82
H 0.86 0.80 5.45
H 1.50 1.30 3.08
H -1.69 -1.25 1.67
H -2.31 -1.77 4.04



Record 8
52
Properties=species:S:1:pos:R:3 method="wB97M-V/def2-TZVPD" total_charge=0 smiles="CCOC(CNC(=O)CCc1c(C)nc2nc(C)nn2c1C)OCC" mol_weight_g_mol=349.43 e_tot_ha=-1163.51983 orbital_gap_ev=9.59 relative_energy_kj_mol=82.7 homo_energy_ev=-9.182
C -3.21 -1.14 3.08
C -2.76 0.30 2.87
O -2.02 0.43 1.66
C -0.71 0.91 1.78
C 0.24 -0.05 2.53
N 0.82 -1.05 1.66
C 0.42 -2.34 1.64
O -0.41 -2.79 2.40
C 1.15 -3.20 0.61
C 0.48 -3.11 -0.77
C 0.46 -1.71 -1.31
C -0.73 -0.93 -1.28
C -2.02 -1.48 -0.80
N -0.77 0.32 -1.68
C 0.34 0.88 -2.12
N 0.58 2.11 -2.54
C 1.88 2.10 -2.88
C 2.58 3.29 -3.42
N 2.49 0.94 -2.69
N 1.54 0.15 -2.20
C 1.62 -1.14 -1.81
C 2.95 -1.79 -1.96
O -0.62 2.15 2.42
C -0.93 3.28 1.62
C -2.42 3.44 1.31
H -2.36 -1.81 3.10
H -3.74 -1.22 4.03
H -3.87 -1.44 2.28
H -2.17 0.66 3.72
H -3.64 0.96 2.78
H -0.38 1.01 0.73
H -0.30 -0.59 3.31
H 1.03 0.54 2.99
H 1.47 -0.72 0.96
H 1.11 -4.23 0.96
H 2.19 -2.89 0.55
H 1.03 -3.76 -1.45
H -0.53 -3.49 -0.69
H -2.77 -0.70 -0.83
H -1.93 -1.83 0.23
H -2.35 -2.32 -1.42
H 3.63 3.06 -3.57
H 2.47 4.12 -2.73
H 2.12 3.58 -4.36
H 3.52 -1.71 -1.03
H 2.85 -2.84 -2.21
H 3.50 -1.27 -2.74
H -0.58 4.13 2.20
H -0.36 3.22 0.68
H -2.99 3.49 2.23
H -2.57 4.35 0.74
H -2.77 2.59 0.72



Record 9
59
Properties=species:S:1:pos:R:3 method="wB97M-V/def2-TZVPD" total_charge=+1 mol_weight_g_mol=518.39 e_tot_ha=-4088.04189 orbital_gap_ev="6.22 / 5.75" homo_energy_ev="-11.199 / -11.189"
O 4.16 2.32 -1.88
H 4.79 2.96 -1.47
Al 1.38 0.20 -0.35
N 1.62 1.18 -2.01
N 0.81 1.97 0.29
N 1.70 -1.55 -1.01
N 0.65 -0.80 1.13
O 1.83 0.67 -3.14
O 2.23 -1.80 -2.22
O 0.03 -0.23 2.21
O 0.18 2.22 1.40
C 1.08 2.96 -0.59
C 1.49 2.53 -1.89
C 1.34 -2.56 -0.23
C 0.76 -2.12 1.02
C 1.63 3.40 -3.07
H 2.63 3.25 -3.48
H 1.52 4.43 -2.72
H 0.85 3.17 -3.81
C 0.88 4.36 -0.14
H 1.57 4.58 0.69
H -0.15 4.48 0.24
H 1.08 5.05 -0.96
C 1.46 -3.99 -0.63
C 0.34 -3.06 2.10
H 2.13 -4.11 -1.49
H 0.47 -4.43 -0.89
H 1.85 -4.58 0.22
H -0.29 -2.53 2.83
H 1.23 -3.46 2.62
H -0.20 -3.92 1.69
H 2.08 -0.92 -2.73
H 0.09 0.80 2.00
C 3.19 0.54 0.34
H 3.87 1.10 -0.36
H 3.63 -0.43 0.61
H 3.10 1.12 1.26
O 4.57 0.10 -3.42
H 4.52 1.08 -3.14
H 4.54 -0.34 -2.56
C -3.20 1.62 0.21
N -3.10 0.19 0.41
C -2.21 -0.63 -0.24
Se -1.08 -0.10 -1.57
N -2.37 -1.87 0.34
C -3.31 -1.82 1.36
C -3.94 -2.84 2.06
C -5.05 -2.50 2.85
C -5.50 -1.16 2.92
C -4.86 -0.13 2.21
C -3.75 -0.51 1.45
H -2.28 2.14 0.53
H -4.05 1.98 0.79
H -3.35 1.83 -0.86
H -1.90 -2.71 0.01
H -3.56 -3.85 1.96
H -5.59 -3.26 3.41
H -6.39 -0.92 3.51
H -5.16 0.92 2.19